Here is a structure of composition C3H4CeLiO4 at a distorted geometry from the OMol25 dataset. Energies are from ωB97M-V/def2-TZVPD.

## Properties
- <S²>: 2.00
- Molar mass: 251.12 u
- F_max: 2.69 eV Å⁻¹
- Energy relative to the best compared isomer or geometry (same formula, charge and spin): 0.0 kcal per mole
- Energy: -899.13591 Ha
- Charge: +3
- Spin multiplicity: 3
- Gap between HOMO and LUMO (spin up / spin down): 6.3 / 8.5 eV

Last column: natural (NBO) charge in e.
Positions of all 13 atoms, in Å:
H  -0.302  -1.797  -0.737  0.225
C  0.512  -1.245  -0.263  0.278
C  1.082  -1.463  1.052  -0.112
O  1.753  -1.787  -0.180  -0.368
H  1.501  -0.614  1.593  0.216
H  0.734  -2.317  1.636  0.242
O  -1.114  0.790  0.606  -0.819
C  -0.488  1.153  -0.369  1.068
O  0.549  0.127  -0.759  -0.533
Ce  -3.012  1.427  2.225  1.971
H  0.804  0.244  -1.712  0.589
Li  -1.434  3.517  -1.834  0.991
O  -0.585  1.968  -1.258  -0.748

---

Here is a structure of composition C3H4CeLiO4 at a distorted geometry from the OMol25 dataset. Energies are from ωB97M-V/def2-TZVPD.

## Properties
- <S²>: 0.75
- Molar mass: 251.12 u
- F_max: 5.99 eV Å⁻¹
- Energy relative to the best compared isomer or geometry (same formula, charge and spin): 14.2 kcal per mole
- Energy: -898.50594 Ha
- Charge: +4
- Spin multiplicity: 2
- Gap between HOMO and LUMO (spin up / spin down): 4.0 / 4.9 eV

Last column: natural (NBO) charge in e.
Positions of all 13 atoms, in Å:
O  -0.046  0.124  -0.708  -0.461
C  -1.206  0.606  -0.070  1.064
C  1.115  -0.073  -0.146  0.907
O  -2.107  0.806  -0.885  -0.873
O  -1.183  0.713  1.155  -0.750
C  1.962  -1.124  -0.694  -0.726
Ce  -4.508  1.303  -1.697  2.853
H  3.007  -0.811  -0.671  0.339
H  1.621  -1.440  -1.687  0.292
Li  -2.411  1.002  2.567  0.990
O  1.307  0.116  1.108  -0.507
H  0.562  0.637  1.507  0.527
H  1.886  -1.860  0.221  0.345

---

Here is the molecule C3H4Cl2N2 at a distorted geometry from the OMol25 dataset. Energies are from ωB97M-V/def2-TZVPD.

## Properties
- Molar mass: 138.99 u
- F_max: 5.85 eV Å⁻¹
- Energy relative to the best compared isomer or geometry (same formula, charge and spin): 118.4 kcal per mole
- Energy: -1146.39374 Ha
- Spin multiplicity: 1
- Gap between HOMO and LUMO (spin up / spin down): 8.3 / 7.8 eV

Last column: natural (NBO) charge in e.
Positions of all 11 atoms, in Å:
C  0.925  0.030  0.426  -0.193
C  0.139  -0.918  0.798  -0.096
C  0.320  1.131  -0.424  -0.341
N  -1.004  -1.177  0.117  -0.348
N  -0.794  0.699  -1.243  -0.276
Cl  -2.377  -1.536  0.967  0.182
Cl  -0.439  -0.220  -2.602  0.152
H  1.984  0.033  0.839  0.234
H  0.379  -1.628  1.737  0.219
H  -0.209  1.732  0.327  0.231
H  1.076  1.856  -0.943  0.235

---

Here is the ion C3H4Cl2N3 with charge +1 at a distorted geometry from the OMol25 dataset. Energies are from ωB97M-V/def2-TZVPD.

## Properties
- Molar mass: 152.99 u
- F_max: 3.15 eV Å⁻¹
- Energy relative to the best compared isomer or geometry (same formula, charge and spin): 13.3 kcal per mole
- Energy: -1201.05659 Ha
- Charge: +1
- Spin multiplicity: 1
- Gap between HOMO and LUMO: 10.2 eV
- Structure (SMILES): [H]/N=C(Cl)/[NH+]=C\N=C\Cl

Last column: natural (NBO) charge in e.
Positions of all 12 atoms, in Å:
C  -0.170  -1.368  0.508  0.385
C  1.222  0.435  -0.153  0.441
C  -1.796  0.255  -0.243  0.166
N  -1.246  -0.716  0.367  -0.399
N  1.031  -0.764  0.492  -0.579
N  0.411  0.952  -0.979  -0.702
Cl  2.738  1.193  0.421  0.024
Cl  -2.691  1.419  0.508  0.223
H  -0.275  -2.340  0.945  0.244
H  -1.575  0.196  -1.376  0.299
H  1.817  -1.225  0.893  0.458
H  0.534  1.964  -1.384  0.440